No. 1
# CH9N4S

A cluster of 3 separate species, CH9N4S in total at a distorted geometry (ωB97M-V with the def2-TZVPD basis set, OMol25).

Results
Kohn-Sham gap = 3.83 eV
Net charge = +1
HOMO = -10.9730 eV

Last column: natural (NBO) charge in e.
Element x y z (Å)
C: 1.091 -0.955 -5.950  0.682
N: 1.573 -0.174 -5.155  -0.794
N: 0.834 -1.920 -6.590  -0.723
N: 2.299 -0.956 6.939  -0.851
N: -0.678 2.061 -3.404  -1.099
S: 0.967 -1.679 5.520  0.306
H: 2.212 0.562 -5.454  0.407
H: -0.014 -0.749 5.629  0.172
H: -0.016 1.369 -3.859  0.378
H: 0.105 -2.574 -6.767  0.431
H: 2.898 -0.370 6.380  0.457
H: 2.269 -0.409 7.821  0.457
H: -0.929 2.753 -4.134  0.362
H: -0.218 2.499 -2.611  0.356
H: 2.441 -1.883 7.316  0.457

=====

No. 2
# ClH3N2O2S

A cluster of 2 separate species, ClH3N2O2S in total at a distorted geometry (ωB97M-V with the def2-TZVPD basis set, OMol25).

Results
Kohn-Sham gap = 8.14 eV
Net charge = 0
HOMO = -8.5600 eV

Last column: natural (NBO) charge in e.
Element x y z (Å)
N: 1.727 -0.770 -1.598  -0.002
N: 0.795 -0.564 -0.980  -0.276
O: -1.469 -0.291 0.140  -0.932
O: 0.054 1.856 0.575  -0.940
S: -0.991 -1.438 -0.662  1.052
Cl: 0.080 -2.704 0.649  -0.278
H: 0.309 2.055 1.495  0.476
H: -0.865 1.617 0.800  0.492
H: 0.359 0.240 -0.420  0.408

=====

No. 3
# C34H54Cl5RuSb

A structure of composition C34H54Cl5RuSb (ωB97M-V with the def2-TZVPD basis set, OMol25).

Results
⟨S²⟩ = 8.769
Kohn-Sham gap (spin up / spin down) = 8.72 / 7.33 eV
Net charge = +1
Spin multiplicity = 6
HOMO (spin up / spin down) = -10.4995 / -11.4584 eV

Last column: Mulliken spin population.
Element x y z (Å)
Ru: 0.864 0.131 -0.184  2.921
C: 3.902 -1.050 -1.163  0.090
C: 3.200 -0.937 0.171  -0.063
C: 3.650 0.066 1.064  0.042
C: 4.604 1.114 0.564  -0.013
C: 3.260 0.046 2.408  0.073
C: 3.906 1.017 3.358  -0.003
C: 2.298 -0.877 2.844  -0.014
C: 1.756 -0.793 4.247  -0.002
C: 1.828 -1.865 1.970  0.155
C: 0.946 -2.978 2.470  -0.012
C: 2.288 -1.917 0.633  -0.012
C: 2.005 -3.146 -0.199  0.072
H: 4.952 -1.304 -0.992  0.000
H: 3.887 -0.104 -1.709  -0.024
H: 3.480 -1.816 -1.809  -0.013
H: 4.330 1.439 -0.438  0.007
H: 5.627 0.724 0.516  0.002
H: 4.614 1.992 1.204  0.001
H: 3.551 2.038 3.194  0.002
H: 4.986 1.017 3.208  0.001
H: 3.728 0.764 4.399  0.000
H: 2.262 -1.495 4.917  0.003
H: 0.691 -1.023 4.273  0.001
H: 1.872 0.205 4.661  0.000
H: 0.074 -3.132 1.831  0.017
H: 0.595 -2.811 3.482  0.001
H: 1.511 -3.914 2.471  0.002
H: 1.944 -2.933 -1.260  -0.015
H: 1.084 -3.643 0.100  -0.011
H: 2.816 -3.870 -0.067  -0.002
Cl: 1.852 2.339 -2.967  0.004
C: 1.709 3.067 -1.408  -0.022
C: 1.332 2.264 -0.342  0.287
C: 1.264 2.899 0.893  -0.158
Cl: 0.754 1.933 2.244  0.018
C: 1.540 4.246 1.094  -0.022
Cl: 1.431 4.958 2.651  0.001
C: 1.909 5.018 -0.009  0.032
Cl: 2.252 6.686 0.188  0.005
C: 1.995 4.426 -1.273  -0.022
Cl: 2.452 5.384 -2.623  0.002
C: -2.067 0.583 3.226  0.011
C: -2.847 -0.235 2.198  0.016
C: -2.752 -1.713 2.581  0.033
C: -4.312 0.192 2.210  0.003
Sb: -1.961 0.033 0.196  0.495
C: -2.897 -1.564 -1.000  -0.019
C: -4.351 -1.838 -0.620  0.010
C: -2.071 -2.835 -0.790  0.071
C: -2.850 -1.150 -2.472  -0.009
C: -2.768 1.933 -0.566  -0.003
C: -4.263 1.878 -0.868  0.005
C: -2.015 2.307 -1.848  -0.023
C: -2.486 2.988 0.505  -0.002
H: -2.591 0.531 4.186  0.001
H: -1.969 1.637 2.952  0.001
H: -1.067 0.170 3.373  -0.008
H: -3.075 -1.830 3.620  0.000
H: -1.721 -2.077 2.514  -0.010
H: -3.395 -2.350 1.967  0.002
H: -4.756 -0.110 3.163  0.001
H: -4.894 -0.277 1.408  -0.002
H: -4.418 1.275 2.130  -0.001
H: -4.452 -2.208 0.404  0.000
H: -4.745 -2.609 -1.290  0.000
H: -4.981 -0.955 -0.728  -0.001
H: -2.139 -3.206 0.234  0.004
H: -1.015 -2.675 -1.021  0.026
H: -2.442 -3.624 -1.452  0.002
H: -3.560 -0.349 -2.685  -0.003
H: -3.131 -2.006 -3.095  0.002
H: -1.860 -0.824 -2.788  0.023
H: -4.502 1.146 -1.643  -0.001
H: -4.576 2.858 -1.243  0.002
H: -4.862 1.656 0.017  -0.001
H: -2.305 1.678 -2.691  0.003
H: -0.926 2.244 -1.726  0.016
H: -2.255 3.340 -2.115  0.000
H: -3.044 2.798 1.426  -0.001
H: -2.792 3.968 0.128  0.001
H: -1.421 3.047 0.750  0.000
C: 2.346 -0.561 -4.596  0.002
C: 1.429 -1.510 -3.829  0.248
C: 0.271 -1.982 -4.737  0.084
C: 0.884 -0.891 -2.597  0.498
H: 2.899 -1.104 -5.364  0.003
H: 3.065 -0.071 -3.935  0.000
H: 1.761 0.216 -5.096  -0.003
H: 1.988 -2.412 -3.543  0.007
H: -0.369 -1.137 -5.004  0.000
H: -0.342 -2.738 -4.240  -0.003
H: 0.668 -2.411 -5.657  -0.001
H: 0.346 -1.553 -1.916  0.188
H: 0.585 0.161 -2.642  0.002

=====

No. 4
# C3H8N3O

The ion C3H8N3O with charge +1 at a distorted geometry (ωB97M-V with the def2-TZVPD basis set, OMol25).

Results
⟨S²⟩ = 2.006
Kohn-Sham gap (spin up / spin down) = 6.23 / 5.93 eV
Net charge = +1
Spin multiplicity = 3
HOMO (spin up / spin down) = -9.2145 / -13.9192 eV

Last column: natural (NBO) charge in e.
Element x y z (Å)
C: -0.527 -0.679 0.129  0.247
C: 1.596 -0.032 -0.166  -0.243
C: 0.738 1.224 0.128  -0.319
N: 0.731 -1.138 0.219  -0.518
N: -0.600 0.656 -0.126  0.223
N: -1.589 -1.410 -0.063  -0.771
O: -1.789 1.404 -0.097  -0.471
H: 1.953 -0.208 -1.187  0.231
H: 2.606 0.063 0.273  0.243
H: 1.121 1.522 1.174  0.300
H: 0.838 2.066 -0.659  0.285
H: 0.908 -2.090 -0.113  0.424
H: -1.696 -2.471 0.071  0.446
H: -2.431 -0.895 -0.226  0.417
H: -1.860 1.986 0.644  0.505

=====

No. 5
# N2O3

A cluster of 2 separate species, N2O3 in total at a distorted geometry (ωB97M-V with the def2-TZVPD basis set, OMol25).

Results
Kohn-Sham gap (spin up / spin down) = 6.39 / 6.35 eV
Net charge = 0
HOMO (spin up / spin down) = -7.9100 / -7.9046 eV

Last column: natural (NBO) charge in e.
Element x y z (Å)
N: 1.371 -0.487 -0.336  0.230
N: -0.977 0.170 0.006  0.517
O: -1.160 1.283 -0.265  -0.285
O: 2.149 0.040 0.364  -0.166
O: -1.478 -0.871 0.195  -0.296

=====

No. 6
# C27H47N5PrSSi

A structure of composition C27H47N5PrSSi at a distorted geometry (ωB97M-V with the def2-TZVPD basis set, OMol25).

Results
⟨S²⟩ = 2.004
Kohn-Sham gap (spin up / spin down) = 7.17 / 7.41 eV
Net charge = +3
Spin multiplicity = 3
HOMO (spin up / spin down) = -15.0884 / -15.0857 eV

Last column: Mulliken spin population.
Element x y z (Å)
Pr: 0.577 0.320 -0.095  2.040
C: 2.006 -2.217 -2.215  0.002
C: 0.622 -2.872 -2.139  -0.001
N: -0.379 -1.932 -1.588  -0.004
C: -1.422 -2.633 -0.826  0.000
C: -0.922 -3.236 0.494  -0.001
S: 0.362 -2.303 1.420  -0.005
C: 1.898 -3.173 0.892  -0.002
C: 2.911 -2.332 0.119  0.005
N: 2.381 -1.492 -0.976  -0.007
H: 2.010 -1.491 -3.035  0.000
H: 2.733 -3.001 -2.458  0.000
H: 0.661 -3.756 -1.504  0.000
H: 0.352 -3.218 -3.143  0.000
H: -0.836 -1.473 -2.383  0.001
H: -1.852 -3.460 -1.410  0.000
H: -2.221 -1.910 -0.626  0.000
H: -0.513 -4.234 0.352  0.000
H: -1.762 -3.337 1.180  0.000
H: 1.583 -4.057 0.344  0.000
H: 2.380 -3.512 1.810  0.000
H: 3.672 -3.034 -0.251  0.000
H: 3.405 -1.657 0.828  -0.001
H: 3.180 -0.917 -1.255  0.000
C: -0.319 2.260 -1.319  -0.025
Si: 0.966 3.554 -0.753  0.001
C: 0.783 3.389 1.205  0.003
N: 1.059 2.055 1.821  -0.016
C: 0.492 2.032 3.195  0.005
C: 1.350 2.774 4.218  0.000
C: 2.713 2.088 4.382  0.000
C: 2.980 1.158 3.199  0.000
C: 2.536 1.819 1.895  0.016
C: 0.795 5.336 -1.333  0.000
C: 1.798 5.991 -2.051  0.000
C: 1.575 7.241 -2.600  0.000
C: 0.342 7.856 -2.459  0.000
C: -0.651 7.238 -1.716  0.000
C: -0.425 5.994 -1.159  0.000
C: 2.712 2.845 -1.073  -0.003
C: 2.913 1.664 -1.793  0.009
C: 4.199 1.169 -1.991  0.002
C: 5.295 1.841 -1.473  0.000
C: 5.110 3.026 -0.781  -0.001
C: 3.831 3.516 -0.583  0.000
H: -0.289 2.152 -2.410  0.001
H: -1.312 2.658 -1.101  -0.001
H: -0.259 3.640 1.426  0.000
H: 1.390 4.154 1.696  0.000
H: 0.363 0.991 3.514  -0.001
H: -0.493 2.493 3.152  0.001
H: 0.824 2.797 5.170  0.000
H: 1.478 3.811 3.904  0.000
H: 2.745 1.527 5.313  0.000
H: 3.495 2.844 4.439  0.000
H: 2.478 0.196 3.334  0.000
H: 4.048 0.957 3.141  0.000
H: 2.860 1.189 1.037  -0.009
H: 3.064 2.776 1.816  -0.001
H: 2.757 5.514 -2.189  0.000
H: 2.362 7.734 -3.149  0.000
H: 0.154 8.808 -2.929  0.000
H: -1.602 7.727 -1.579  0.000
H: -1.208 5.514 -0.589  0.000
H: 2.070 1.210 -2.334  -0.007
H: 4.363 0.292 -2.605  0.000
H: 6.290 1.458 -1.636  0.000
H: 5.965 3.572 -0.413  0.000
H: 3.697 4.449 -0.054  0.000
N: -4.996 1.539 3.867  0.000
C: -4.516 1.219 2.491  0.000
C: -2.982 1.046 2.431  0.000
N: -2.484 0.792 1.081  0.000
H: -6.026 1.606 3.885  0.000
H: -4.624 2.443 4.193  0.000
H: -4.718 0.816 4.546  0.000
H: -4.823 2.033 1.829  0.000
H: -5.010 0.302 2.161  0.000
H: -2.673 0.213 3.069  0.000
H: -2.505 1.959 2.791  0.000
H: -2.703 1.588 0.479  0.000
H: -2.967 -0.015 0.687  0.000

=====

No. 7
# C15H25NO8

A cluster of 2 separate species, C15H25NO8 in total at a distorted geometry (ωB97M-V with the def2-TZVPD basis set, OMol25).

Results
Kohn-Sham gap = 9.27 eV
Net charge = 0
HOMO = -9.9455 eV

Last column: natural (NBO) charge in e.
Element x y z (Å)
C: 1.508 -3.375 1.575  -0.256
O: 0.788 -4.540 1.236  -0.543
C: -0.599 -4.409 1.476  -0.056
C: -1.322 -3.502 0.469  -0.434
C: -0.768 -3.568 -0.964  -0.413
C: -0.579 -2.166 -1.593  -0.387
C: 0.606 -2.097 -2.555  -0.386
C: 1.279 -0.703 -2.603  -0.417
C: 2.116 -0.498 -1.321  -0.395
C: 1.827 0.783 -0.508  -0.440
C: 0.356 1.116 -0.292  -0.072
O: 0.210 2.578 -0.455  -0.548
C: -0.946 2.827 -1.116  0.984
O: -2.004 2.557 -0.693  -0.534
O: -0.772 3.453 -2.313  -0.367
N: -0.214 2.518 -3.246  -0.333
C: 0.996 2.740 -3.408  0.877
O: 2.163 2.863 -3.476  -0.427
H: 2.242 -3.207 0.786  0.181
H: 0.886 -2.483 1.629  0.167
H: 2.070 -3.515 2.499  0.182
H: -0.714 -3.951 2.466  0.162
H: -1.045 -5.392 1.564  0.189
H: -1.299 -2.484 0.856  0.189
H: -2.375 -3.772 0.448  0.216
H: -1.528 -4.066 -1.565  0.204
H: 0.132 -4.168 -1.050  0.218
H: -1.500 -1.888 -2.102  0.207
H: -0.434 -1.482 -0.758  0.177
H: 1.370 -2.759 -2.149  0.191
H: 0.362 -2.447 -3.554  0.207
H: 1.959 -0.747 -3.450  0.211
H: 0.554 0.086 -2.781  0.198
H: 2.088 -1.357 -0.658  0.200
H: 3.154 -0.415 -1.638  0.219
H: 2.351 1.644 -0.906  0.229
H: 2.254 0.617 0.480  0.216
H: 0.019 0.896 0.716  0.192
H: -0.322 0.623 -0.980  0.196
O: -0.304 5.105 5.281  -0.567
C: -0.827 4.780 4.268  0.965
O: -2.169 4.795 4.054  -0.490
C: -2.393 4.560 2.661  -0.100
C: -1.137 3.832 2.247  -0.095
O: -0.167 4.340 3.166  -0.492
H: -3.294 3.971 2.506  0.206
H: -2.507 5.520 2.153  0.184
H: -1.216 2.751 2.378  0.181
H: -0.855 4.036 1.222  0.205

=====

No. 8
# C2H3N4S

The ion C2H3N4S with charge +1 at a distorted geometry (ωB97M-V with the def2-TZVPD basis set, OMol25).

Results
⟨S²⟩ = 2.044
Kohn-Sham gap (spin up / spin down) = 7.70 / 8.13 eV
Net charge = +1
Spin multiplicity = 3
HOMO (spin up / spin down) = -12.8873 / -15.3354 eV

Last column: natural (NBO) charge in e.
Element x y z (Å)
C: -0.304 0.663 -0.301  0.369
C: 0.428 -0.336 -1.051  -0.659
N: -1.552 0.923 -0.331  -0.108
N: -2.583 1.402 -0.413  0.217
N: 1.158 -0.821 1.366  -0.267
N: 0.257 0.012 1.565  -0.284
S: 1.617 -1.412 0.040  0.772
H: -0.174 -0.950 -1.596  0.272
H: 1.138 0.190 -1.681  0.296
H: 0.015 0.330 2.403  0.392